1.
DFT (the ωB97M-V functional and the def2-TZVPD basis) results for 10 unconnected molecules or ions with the total composition C31H53BCl18N4O4.

The calculated total energy comes out at -10041.47511 Eh. For the orbital gap, the calculation gives 8.1353 eV.

```
! wB97M-V def2-TZVPD RIJCOSX def2/J DEFGRID3
* xyz 0 1
Cl -6.35719 4.43991 9.35119
Cl -3.33444 -8.05124 -0.57739
Cl -0.04185 1.64695 7.78024
Cl -6.74396 7.26228 7.47820
Cl 6.41235 1.59921 -9.96128
Cl -0.94255 -5.13915 0.47393
Cl 3.99763 3.87214 -3.88976
Cl 5.87663 4.56703 -8.41946
Cl 8.21349 2.47326 -5.36085
Cl 4.55637 0.93837 -5.49989
Cl -1.23060 -2.26468 -4.77402
Cl -6.77052 -1.23931 8.28706
Cl -3.38106 -0.98612 7.97977
Cl 9.74696 -0.47660 -4.62294
Cl -2.33712 3.75902 9.15179
Cl -3.14038 -3.07369 1.97792
Cl 1.30383 -4.34669 -5.56849
Cl -1.46801 -6.33884 -2.88222
O 1.57944 -2.91100 0.07883
O -3.67882 1.22365 2.06070
O -3.96709 1.36650 4.26488
O 0.93010 2.78394 -2.94920
N -0.49438 1.98611 -0.74773
N 2.74340 -1.62542 -3.59201
N 1.18825 -3.83541 -2.13743
N -0.31457 -0.74578 0.07699
C -3.38703 1.74402 3.28225
C 6.50639 3.21655 -10.70362
C -1.02359 0.14575 0.72740
C -3.39006 -4.80265 1.61389
C -0.29649 -4.28755 -6.34723
C 7.03255 4.24681 -9.73888
C 1.88688 -0.75777 -2.84656
C -2.53118 2.01194 8.83988
C 1.01348 1.48259 -2.53287
C -1.49825 -8.10006 -2.61487
C 5.15369 3.58525 -5.21908
C -2.11221 -5.58897 1.73925
C -4.60775 -0.62490 6.72735
C -5.21236 5.79940 9.20925
C 1.17717 -1.19711 -1.74629
C 0.35939 -0.28599 -1.01551
C -0.83286 -2.88007 -6.39876
C 0.26562 1.06193 -1.39735
C -3.27546 -0.15343 1.93525
C -5.86735 -0.04617 7.31492
C -5.91695 7.12234 9.05130
C -2.86243 -8.59631 -2.20632
C -2.35285 2.84656 3.40434
C -1.74785 -0.37094 1.95619
C 1.80463 0.61583 -3.22796
C 4.63551 2.57925 -6.21062
C -1.11386 1.49679 0.29794
C 9.53258 0.91877 -3.53657
C -1.24495 1.24996 9.03276
C -1.98638 3.15235 4.85846
C 8.23140 1.63718 -3.78396
B 1.30336 -2.70731 -1.25980
H -3.80390 -4.87400 0.61079
H -2.68561 3.86130 5.30477
H -6.52726 0.27611 6.51160
H -3.62932 -8.26433 -2.90175
H -3.75320 -0.62031 1.07868
H 10.38435 1.58134 -3.66947
H 0.86843 3.33385 -2.15772
H -0.97375 3.55457 4.89057
H 7.97215 3.93151 -9.29175
H -3.28450 1.64972 9.53702
H -4.13003 -5.18018 2.31848
H 0.84913 -3.60662 -3.05932
H 5.51522 3.47912 -11.06526
H -1.44648 2.53810 2.87737
H 5.30224 2.51756 -7.06193
H 5.31726 4.54291 -5.70861
H -1.43593 0.18269 8.95889
H 8.08071 2.39871 -3.01961
H 7.38476 0.95403 -3.76018
H 9.54863 0.53499 -2.51776
H -1.74921 -2.85579 -6.98665
H -4.16072 0.09198 6.04227
H -6.65602 7.27644 9.83375
H -0.74241 -8.33733 -1.86987
H 7.19717 5.19044 -10.25660
H 3.64183 2.83850 -6.57015
H -2.91793 1.89636 7.83049
H 2.19430 -2.15749 -4.25894
H -2.86340 -9.68497 -2.18515
H 7.17662 3.13839 -11.55825
H -1.63609 -5.43317 2.70463
H -4.55254 5.59510 8.37061
H -1.32299 -0.00064 2.89597
H 2.37781 0.99598 -4.07134
H 3.38951 -1.03592 -4.10194
H -2.32166 -6.65032 1.62676
H 0.68199 -4.61528 -1.73818
H -1.21361 -8.56827 -3.55595
H -1.74545 2.17109 0.86034
H -2.01821 2.26037 5.48317
H -0.11583 -2.19776 -6.84933
H 6.09664 3.24872 -4.79340
H -0.96173 -4.94949 -5.79719
H -0.17903 -4.67847 -7.35688
H -0.80053 1.45230 10.00461
H -4.61569 5.80559 10.11985
H -5.65524 0.81098 7.95046
H -4.80459 -1.54374 6.18068
H 1.88144 -3.81533 0.21725
H -2.70543 3.75590 2.90882
H -3.69049 -0.66803 2.80889
H -5.18929 7.93104 9.09985
H -1.56084 -1.45671 1.95360
*
```

=====

2.
DFT (the ωB97M-V functional and the def2-TZVPD basis) results for a molecular structure, C31H53BrClLuN11O3PSSi2.

The calculation puts the energy above the lowest of the compared OMol25 structures with the same formula, charge and spin at 28.68 kJ/mol. The calculated total energy comes out at -7629.50424 Eh. For the orbital gap, the calculation gives 4.5772 eV.

```
! wB97M-V def2-TZVPD RIJCOSX def2/J DEFGRID3
* xyz 0 1
Lu -0.42079 0.18740 -0.45014
Br -3.56170 1.06242 -5.48582
Cl -2.95849 -3.93737 -2.58011
S -2.16233 -0.66786 1.53863
P -0.89193 -3.15861 0.62806
Si -1.24444 3.76889 -0.33452
Si 2.77389 -0.84988 -1.43813
O -1.10103 -0.55236 -2.50807
O -2.43695 -0.91298 0.03579
O -0.61065 -2.56295 -1.73599
N -0.70892 -0.41142 1.75710
N 3.33153 3.16232 2.11077
N -2.83067 1.39452 -1.46343
N -2.70351 -5.05343 1.69698
N 1.52485 1.58023 1.74351
N 3.23080 1.12467 3.41816
N -0.58682 -4.92573 2.82637
N 1.62313 2.89052 3.79642
N -0.75353 -6.02629 0.66636
N 1.62770 0.41015 -1.33060
N -0.21716 2.48690 -0.82947
C -2.02572 -5.03850 2.97851
C 2.33189 0.55726 2.41254
C -4.01868 1.13410 -0.93355
C -2.50627 4.45968 -1.62997
C 2.66649 1.78087 -3.03836
C -2.69694 -2.24191 -2.90856
C 2.42375 1.83500 4.40473
C -0.37207 5.36518 0.30366
C -1.34655 -1.76287 -2.32823
C 0.88265 3.80981 -2.55246
C -0.21164 -3.61033 2.32656
C 2.88311 -1.77612 -3.12156
C -2.72429 1.44163 -2.78513
C -2.24977 -6.12137 0.89499
C 2.44024 2.54903 1.12809
C 2.52430 3.82410 3.12772
C 4.57432 -0.36879 -0.96134
C -2.63199 -3.77286 1.01165
C -0.41491 -4.83319 -0.14391
C -3.79988 1.14087 -3.61022
C 1.69075 1.57400 -2.05505
C 2.76372 2.95433 -3.75552
C 1.85848 3.97619 -3.51499
C 2.20724 -2.13522 -0.12230
C 0.74943 2.63736 -1.79638
C 4.09286 2.10373 2.75938
C -0.08737 -5.98050 2.03433
C -5.04677 0.87322 -3.06792
C -5.16017 0.90026 -1.68676
C -2.26173 3.10693 1.15714
C 0.76416 2.28753 2.77850
H 5.26832 -1.18271 -1.13868
H 1.85429 3.32719 0.63739
H 1.91141 4.90081 -4.07370
H 1.65724 -0.15324 2.89845
H 1.72083 -2.96780 -0.61866
H 1.75724 1.12431 4.90261
H 3.36159 0.98222 -3.24773
H 0.08953 1.57809 3.26454
H 1.96424 -1.63753 -3.68352
H -0.43426 -6.85864 0.16569
H -3.49914 -1.68232 -2.42017
H 1.93293 4.61542 2.65862
H 3.08944 2.27698 5.15354
H 0.18137 4.61076 -2.37875
H 4.90450 0.48244 -1.54333
H 1.49735 -1.68135 0.57769
H -3.32574 3.26980 1.01668
H 3.19221 4.27470 3.86935
H -2.44194 -7.07755 1.39677
H 4.75145 2.55317 3.50835
H 0.98482 -5.84798 1.87277
H -1.99429 3.59251 2.08915
H -0.29262 -6.94477 2.51734
H -6.10967 0.73227 -1.19937
H -3.17783 -3.85144 0.06875
H 0.56161 5.14445 0.81302
H -1.00775 5.89803 1.00467
H -3.46124 3.94634 -1.56940
H 0.65830 -4.83984 -0.34180
H 4.65805 -0.09427 0.08693
H 3.04671 -2.51973 0.44916
H -2.14109 4.34577 -2.64771
H 4.70537 1.59464 2.01111
H -2.25402 -5.96305 3.52019
H -0.93092 -4.90210 -1.10514
H -2.38798 -4.19411 3.56010
H 0.87780 -3.54970 2.26957
H -2.70080 5.51691 -1.47695
H -0.54984 -2.85776 3.04043
H 3.02638 -2.84355 -2.98056
H -3.13207 -3.02239 1.62463
H 3.04075 2.04458 0.36873
H -2.09263 2.03870 1.29271
H -1.75855 1.72201 -3.18710
H -5.89131 0.66730 -3.71069
H 3.54060 3.07670 -4.49704
H 3.70068 -1.41036 -3.73521
H -2.75316 -6.09498 -0.07544
H 2.93028 0.03346 1.66527
H -0.13481 6.04894 -0.50447
H -2.73338 -2.10086 -3.99085
H -4.06703 1.11915 0.14617
H 0.18516 3.08186 2.30841
*
```

=====

3.
DFT (the ωB97M-V functional and the def2-TZVPD basis) results for a molecular structure, C31H53I2N3O4PSW.

The expectation value of S² is 2.017. The calculated total energy comes out at -3080.13533 Eh. For the orbital gap (alpha / beta), the calculation gives 6.7770 / 7.0971 eV.

```
! wB97M-V def2-TZVPD RIJCOSX def2/J DEFGRID3
* xyz 1 3
W 0.49035 0.64665 -1.52940
I 1.46350 3.10642 -0.78522
I 4.30390 1.50031 -3.54136
S -0.53122 0.61204 -4.29201
P 1.75464 -2.45828 -1.22337
O 0.05129 -0.25570 -5.25312
O 0.62106 1.41800 -3.48722
O -1.57392 1.43686 -4.89409
O -1.01722 -0.11551 -2.91529
N -1.42913 1.88156 -1.05993
N 1.49355 -0.85900 -1.31643
N 0.03519 0.75943 0.63583
C 2.32106 -2.01370 -3.89143
C -4.36923 5.54288 0.57039
C 3.63696 -1.67343 0.59793
C -0.29948 1.20795 4.90868
C -5.53398 4.97151 -1.52054
C 4.27071 -2.12784 -2.38234
C -0.29781 -3.57021 -2.79122
C 0.12879 -3.40189 -1.33207
C 3.27485 -4.12947 0.49755
C -0.20143 1.13044 3.39728
C -3.03146 2.81228 0.49998
C 2.55987 -2.77840 0.45708
C 3.13121 -4.24136 -2.96630
C -1.04590 1.36760 1.18343
C 0.99581 0.39322 1.45203
C -3.69099 3.45077 -0.57572
C -3.22381 3.23567 -1.88518
C -0.19381 -0.22881 5.51684
C -5.97634 3.58091 0.46284
C 5.06299 1.66296 -1.57691
C -1.20728 1.54854 2.54892
C 0.30102 -4.75188 -0.63611
C 2.89268 -2.75138 -2.63725
C -4.88246 4.38870 -0.27906
C 1.50632 -2.62503 1.56186
C -1.63296 1.82143 5.33198
C 0.85958 2.06090 5.46481
C 0.97768 0.55753 2.80716
C -1.93677 2.02165 0.20326
C -2.07670 2.45218 -2.06106
C -1.02172 -2.60060 -0.66558
H 2.02873 -0.98096 -3.69433
H -0.05813 -0.12997 6.60730
H -6.75450 4.24006 0.82537
H 3.32098 -0.74213 0.12809
H 0.63461 -0.83070 5.11806
H 3.83713 -1.51190 1.67170
H 2.19566 -4.76423 -3.17491
H 4.52036 1.12953 -0.80109
H 4.53816 -1.90233 0.06925
H 4.01554 -4.23336 -0.31392
H 3.10455 -1.96699 -4.65058
H -0.38061 -2.59680 -3.28032
H 4.81494 -2.04587 -3.33512
H -6.42303 2.90874 -0.26881
H 0.35505 -4.21379 -3.39475
H 3.81232 -4.23622 1.44609
H -1.73396 1.80982 6.43469
H -0.64734 -5.26384 -0.71627
H 0.50955 -4.65362 0.41826
H -6.37173 5.55997 -1.18849
H -3.84295 5.19407 1.45052
H -2.48632 1.28206 4.92123
H -3.44770 2.94674 1.51481
H 5.61903 2.57642 -1.34806
H -3.64376 6.11723 -0.00011
H -1.66429 2.34545 -3.07097
H 3.76160 -4.30331 -3.85672
H -1.26905 -4.07911 -2.81340
H 1.80014 1.64676 5.17814
H -4.86654 5.60937 -2.10019
H -1.11784 -0.79178 5.38251
H -1.09520 -1.63488 -1.14171
H 2.57411 -4.96280 0.38974
H 0.80705 2.15664 6.56021
H 4.21112 -1.10699 -2.02003
H -3.69761 3.74514 -2.71142
H 0.72260 -1.91801 1.31720
H -5.84822 4.15481 -2.19100
H -2.09386 2.00764 2.93639
H -5.19776 6.20907 0.88709
H -1.95246 -3.16733 -0.87571
H 3.65583 -4.73809 -2.16853
H -0.89689 -2.51840 0.40539
H 1.85715 -0.04497 0.97976
H 1.05622 -3.58500 1.76618
H 1.85345 0.22372 3.36978
H -5.58920 3.02355 1.31860
H -1.67427 2.87199 4.98701
H 4.86803 -2.70773 -1.67577
H 1.04649 -5.36028 -1.14232
H 2.00859 -2.30900 2.47456
H 1.45831 -2.51520 -4.30988
H 0.80655 3.07100 5.08688
*
```